{"formula": "C47H65F21N3O19S4", "method": "ωB97M-V/def2-TZVPD", "symbols": ["C", "C", "C", "O", "C", "O", "C", "S", "C", "C", "S", "C", "N", "C", "C", "C", "C", "C", "C", "C", "S", "C", "N", "N", "C", "O", "O", "C", "O", "C", "S", "H", "H", "H", "H", "H", "H", "H", "H", "H", "H", "H", "H", "H", "H", "H", "H", "H", "H", "H", "H", "H", "H", "H", "H", "H", "H", "H", "H", "H", "H", "C", "C", "O", "C", "O", "C", "F", "F", "F", "H", "H", "H", "H", "H", "C", "C", "O", "C", "O", "C", "F", "F", "F", "H", "H", "H", "H", "H", "C", "C", "O", "C", "O", "C", "F", "F", "F", "H", "H", "H", "H", "H", "C", "C", "O", "C", "O", "C", "F", "F", "F", "H", "H", "H", "H", "H", "C", "C", "O", "C", "O", "C", "F", "F", "F", "H", "H", "H", "H", "H", "C", "C", "O", "C", "O", "C", "F", "F", "F", "H", "H", "H", "H", "H", "C", "C", "O", "C", "O", "C", "F", "F", "F", "H", "H", "H", "H", "H"], "positions_angstrom": [[-10.060, -0.461, 0.859], [-8.827, 0.033, -0.072], [-7.543, 0.112, 0.926], [-7.003, -1.263, 0.943], [-6.557, -1.620, 2.242], [-7.403, -1.957, 3.100], [-5.003, -1.527, 2.577], [-4.022, -2.943, 1.829], [-2.295, -2.606, 2.415], [-1.761, -1.073, 2.469], [-0.230, -1.498, 3.481], [0.004, -3.014, 2.417], [-1.169, -3.448, 1.922], [-1.140, -4.638, 1.013], [-0.290, -4.365, -0.319], [-0.422, -2.879, -0.912], [0.921, -1.988, -0.741], [0.533, -0.432, -0.872], [-0.046, -0.021, -2.308], [-0.729, 1.442, -2.335], [-2.358, 1.533, -1.450], [-3.403, 0.185, -2.128], [-3.720, -0.082, -3.501], [-4.555, -1.154, -3.550], [-4.746, -1.564, -2.178], [-4.031, -0.768, -1.258], [-8.988, 1.372, -0.598], [-9.793, 1.415, -1.761], [-9.968, 2.549, -2.284], [-10.469, 0.172, -2.493], [-9.137, -0.617, -3.574], [-11.075, -0.057, 0.516], [-10.016, -1.604, 0.860], [-9.890, -0.010, 1.907], [-8.557, -0.764, -0.840], [-6.719, 0.755, 0.438], [-7.807, 0.506, 1.960], [-4.833, -1.459, 3.716], [-4.621, -0.540, 2.116], [-2.293, -2.864, 3.548], [-1.605, -0.838, 1.364], [-2.517, -0.407, 3.003], [0.991, -3.553, 2.172], [-2.229, -4.875, 0.731], [-0.645, -5.518, 1.550], [0.824, -4.606, -0.196], [-0.686, -5.085, -1.122], [-0.559, -2.999, -2.053], [-1.332, -2.293, -0.535], [1.713, -2.237, -1.541], [1.440, -2.136, 0.269], [-0.205, -0.089, -0.071], [1.499, 0.181, -0.698], [-0.823, -0.763, -2.719], [0.828, -0.037, -3.047], [-0.913, 1.716, -3.440], [0.016, 2.228, -1.931], [-5.398, -2.459, -1.883], [-10.798, -0.649, -1.776], [-11.385, 0.490, -3.110], [-9.649, -0.849, -4.840], [6.798, -2.451, 2.244], [5.544, -3.250, 2.533], [4.843, -2.702, 3.662], [4.054, -1.643, 3.399], [3.920, -1.154, 2.306], [3.326, -1.186, 4.659], [4.132, -1.133, 5.736], [2.310, -2.021, 4.982], [2.785, 0.038, 4.534], [7.428, -2.386, 3.135], [7.372, -2.912, 1.438], [6.552, -1.430, 1.953], [5.812, -4.275, 2.797], [4.891, -3.304, 1.658], [-1.268, 7.968, -4.177], [-1.326, 6.570, -4.759], [-0.041, 5.932, -4.676], [0.264, 5.368, -3.492], [-0.461, 5.374, -2.530], [1.629, 4.687, -3.561], [2.557, 5.449, -4.174], [1.575, 3.524, -4.248], [2.123, 4.389, -2.345], [-0.479, 8.552, -4.657], [-2.222, 8.482, -4.312], [-1.039, 7.941, -3.109], [-1.581, 6.625, -5.820], [-2.095, 5.962, -4.275], [-2.811, 10.951, 1.268], [-2.161, 12.153, 0.612], [-0.912, 11.785, 0.005], [-0.992, 11.226, -1.219], [-2.023, 11.025, -1.806], [0.403, 10.934, -1.764], [1.211, 10.366, -0.844], [1.028, 12.056, -2.175], [0.384, 10.099, -2.819], [-2.124, 10.481, 1.976], [-3.719, 11.246, 1.798], [-3.074, 10.192, 0.527], [-1.932, 12.905, 1.370], [-2.825, 12.623, -0.118], [5.310, 2.842, -3.871], [4.357, 1.757, -3.408], [5.078, 0.673, -2.799], [5.425, 0.845, -1.508], [5.172, 1.829, -0.864], [6.136, -0.397, -0.976], [7.058, -0.876, -1.835], [5.271, -1.411, -0.744], [6.779, -0.171, 0.184], [6.074, 2.425, -4.531], [4.771, 3.627, -4.404], [5.832, 3.294, -3.024], [3.830, 1.340, -4.269], [3.598, 2.151, -2.726], [-5.231, -10.330, 0.595], [-3.996, -10.063, -0.244], [-3.233, -8.976, 0.308], [-2.408, -9.291, 1.327], [-2.285, -10.396, 1.783], [-1.627, -8.060, 1.779], [-2.408, -6.960, 1.891], [-0.641, -7.741, 0.909], [-1.037, -8.227, 2.974], [-5.822, -9.418, 0.709], [-5.851, -11.100, 0.133], [-4.960, -10.661, 1.600], [-4.295, -9.758, -1.249], [-3.378, -10.958, -0.349], [1.131, -3.937, 7.254], [2.099, -3.309, 8.237], [1.619, -3.453, 9.581], [1.868, -4.640, 10.174], [2.450, -5.551, 9.645], [1.351, -4.638, 11.610], [0.115, -4.108, 11.712], [2.146, -3.917, 12.426], [1.281, -5.873, 12.136], [0.127, -3.525, 7.387], [1.454, -3.759, 6.227], [1.055, -5.016, 7.410], [2.175, -2.237, 8.043], [3.105, -3.726, 8.136], [10.879, 0.654, -7.252], [10.897, 0.750, -5.739], [10.830, 2.121, -5.317], [9.600, 2.669, -5.283], [8.589, 2.087, -5.583], [9.670, 4.106, -4.771], [10.676, 4.805, -5.332], [9.868, 4.152, -3.437], [8.542, 4.798, -5.015], [11.675, 1.265, -7.685], [11.011, -0.381, -7.574], [9.935, 1.025, -7.658], [11.839, 0.350, -5.357], [10.092, 0.163, -5.287]], "lowdin_charge": [-0.029, -0.307, -0.089, -0.092, -0.427, 0.104, -0.333, 0.895, -0.620, -0.350, 0.995, -0.203, -0.128, -0.128, -0.152, -0.184, -0.186, -0.211, -0.242, -0.464, 0.888, -0.533, 0.005, 0.010, -0.097, -0.085, -0.010, -0.431, 0.057, -0.408, 0.666, 0.092, 0.102, 0.094, 0.123, 0.146, 0.143, 0.119, 0.100, 0.117, 0.082, 0.103, 0.157, 0.126, 0.123, 0.123, 0.129, 0.124, 0.104, 0.130, 0.087, 0.078, 0.125, 0.099, 0.120, 0.094, 0.096, 0.144, 0.064, 0.114, -0.126, -0.054, -0.196, 0.029, -0.373, 0.158, -0.514, 0.169, 0.083, 0.155, 0.091, 0.093, 0.056, 0.128, 0.119, -0.063, -0.195, 0.029, -0.372, 0.156, -0.512, 0.161, 0.143, 0.151, 0.082, 0.091, 0.071, 0.128, 0.127, -0.063, -0.203, 0.024, -0.367, 0.161, -0.509, 0.157, 0.163, 0.145, 0.083, 0.084, 0.077, 0.127, 0.127, -0.043, -0.207, 0.024, -0.369, 0.170, -0.503, 0.160, 0.143, 0.146, 0.074, 0.079, 0.086, 0.127, 0.106, -0.058, -0.200, 0.017, -0.370, 0.182, -0.501, 0.123, 0.145, 0.168, 0.084, 0.088, 0.080, 0.127, 0.129, -0.062, -0.204, 0.024, -0.364, 0.169, -0.515, 0.155, 0.161, 0.163, 0.085, 0.053, 0.082, 0.123, 0.130, -0.061, -0.204, 0.026, -0.366, 0.153, -0.514, 0.159, 0.157, 0.156, 0.085, 0.084, 0.078, 0.127, 0.124], "total_charge": 1, "homo_energy_ev": -11.0, "lumo_ev": -4.372, "homo_lumo_gap_ev": 6.613, "total_energy_ha": -7113.2854}